{
  "formula": "C3H3Br",
  "method": "wB97M-V/def2-TZVPD",
  "elements": ["Br", "C", "C", "C", "H", "H", "H"],
  "positions_angstrom": [[2.300, -0.121, -0.036], [0.402, -0.053, 0.482], [-0.636, -0.540, -0.439], [-0.565, 0.757, -0.274], [0.397, -0.378, 1.737], [-1.065, -1.402, -0.888], [-0.833, 1.737, -0.583]],
  "lowdin_charge": [0.5321, -0.7388, -0.0689, -0.0607, 0.1477, 0.0957, 0.0929],
  "smiles": "BrC1C=C1",
  "e_homo_ev": -9.7,
  "spin_multiplicity": 1,
  "total_charge": 0,
  "de_lowest_kj_mol": 100.23
}

{
  "formula": "C3H3Br2N3O2S",
  "method": "wB97M-V/def2-TZVPD",
  "elements": ["C", "C", "C", "N", "N", "N", "O", "O", "S", "Br", "Br", "H", "H", "H"],
  "positions_angstrom": [[0.968, 2.440, -1.038], [0.867, 0.581, -0.048], [-1.632, -2.262, -0.570], [1.015, 1.152, -1.277], [0.787, 2.749, 0.237], [0.589, 1.616, 0.845], [1.427, -1.998, 0.810], [-0.241, -0.643, 1.855], [0.385, -1.028, 0.631], [-2.656, -0.870, -1.149], [-2.155, -3.234, 0.922], [1.200, 3.175, -1.770], [-1.063, -3.030, -1.261], [0.509, 1.354, 1.813]],
  "lowdin_charge": [-0.2350, -0.3410, -1.2381, 0.0948, 0.0611, 0.0096, -0.3521, -0.3940, 0.6636, 0.7169, 0.7083, 0.1035, 0.0606, 0.1419],
  "e_homo_ev": [-9.1, -9.3],
  "spin_multiplicity": 1,
  "total_charge": 0,
  "de_lowest_kj_mol": 0.00
}

{
  "formula": "C3H3Br2NO",
  "method": "wB97M-V/def2-TZVPD",
  "elements": ["O", "C", "N", "C", "C", "Br", "H", "H", "Br", "H"],
  "positions_angstrom": [[-2.086, 4.014, -0.653], [-1.608, 2.967, -0.485], [-1.174, 1.880, -0.177], [-0.813, 0.462, -0.545], [-0.767, -0.741, 0.104], [-0.083, -2.255, -0.831], [-0.471, 0.458, -1.507], [-1.150, -0.845, 1.171], [3.654, -2.685, 0.934], [4.498, -3.255, 1.988]],
  "lowdin_charge": [0.1580, -0.3369, 0.1438, -0.1811, -0.5670, 0.6536, 0.0474, 0.0837, 0.2509, -0.2525],
  "smiles": "O=C=N/C=C/Br.Br",
  "e_homo_ev": -9.5,
  "spin_multiplicity": 1,
  "total_charge": 0,
  "de_lowest_kj_mol": 62.98
}

{
  "formula": "C3H3Br2O2",
  "method": "wB97M-V/def2-TZVPD",
  "elements": ["C", "C", "C", "O", "O", "Br", "Br", "H", "H", "H"],
  "positions_angstrom": [[-0.398, -1.513, -0.173], [0.097, 1.068, -0.037], [-0.755, -0.147, 0.070], [-0.462, -1.134, 1.103], [-0.259, -2.467, -0.860], [-2.724, 0.237, 0.045], [3.562, -0.142, 0.051], [1.155, 0.777, -0.015], [-0.117, 1.575, -0.976], [-0.099, 1.746, 0.793]],
  "lowdin_charge": [-0.5056, -0.1072, -0.6842, 0.0992, 0.1580, 0.6423, -0.7118, -0.0594, 0.0839, 0.0848],
  "e_homo_ev": -3.9,
  "spin_multiplicity": 1,
  "total_charge": -1,
  "de_lowest_kj_mol": 36.48
}

{
  "formula": "C3H3Br3",
  "method": "wB97M-V/def2-TZVPD",
  "elements": ["C", "C", "C", "Br", "Br", "Br", "H", "H", "H"],
  "positions_angstrom": [[-0.476, 0.316, -0.098], [0.210, 1.259, 0.580], [0.006, -1.128, -0.252], [-0.556, 2.945, 1.127], [1.775, -1.665, 0.507], [0.212, -1.517, -2.309], [-1.523, 0.395, -0.363], [1.227, 1.300, 0.791], [-0.875, -1.905, 0.017]],
  "lowdin_charge": [-0.3303, -0.5631, -0.9668, 0.6415, 0.5708, 0.4483, 0.0982, 0.0038, 0.0976],
  "e_homo_ev": -9.8,
  "spin_multiplicity": 1,
  "total_charge": 0,
  "de_lowest_kj_mol": 75.71
}

{
  "formula": "C3H3Br9",
  "method": "wB97M-V/def2-TZVPD",
  "elements": ["C", "Br", "Br", "Br", "H", "C", "Br", "Br", "Br", "H", "C", "Br", "Br", "Br", "H"],
  "positions_angstrom": [[0.581, 0.011, -4.067], [-1.075, 0.144, -5.088], [0.819, 1.499, -2.964], [2.154, -0.058, -5.143], [0.477, -0.725, -3.318], [-1.203, -0.535, 0.063], [-1.131, 1.343, 0.525], [-1.675, -0.808, -1.765], [-2.452, -1.442, 1.281], [-0.299, -0.950, 0.377], [0.593, 0.329, 3.878], [-0.227, -0.837, 5.283], [1.737, -0.587, 2.691], [1.777, 1.582, 4.895], [-0.076, 1.036, 3.351]],
  "lowdin_charge": [-1.7041, 0.5516, 0.5733, 0.5943, -0.1102, -1.5709, 0.5729, 0.6415, 0.5489, -0.0901, -1.5481, 0.5112, 0.5953, 0.4816, -0.0471],
  "e_homo_ev": -10.2,
  "spin_multiplicity": 1,
  "total_charge": 0,
  "de_lowest_kj_mol": 68.30
}

{
  "formula": "C3H3BrCl2",
  "method": "wB97M-V/def2-TZVPD",
  "elements": ["C", "C", "C", "Cl", "Cl", "Br", "H", "H", "H"],
  "positions_angstrom": [[0.001, 0.364, -0.580], [-0.045, -0.676, 0.093], [-2.830, -0.622, 0.085], [-3.413, -1.240, -1.455], [-3.779, -1.240, 1.487], [-3.039, 1.370, 0.090], [0.893, 0.493, -1.215], [-0.857, 1.158, -0.512], [0.261, -1.603, 0.472]],
  "lowdin_charge": [-0.1489, 0.0736, -1.4644, 0.4685, 0.4210, 0.5518, 0.0808, -0.0234, 0.0411],
  "e_homo_ev": [-9.1, -8.4],
  "spin_multiplicity": 1,
  "total_charge": 0,
  "de_lowest_kj_mol": 432.48
}

{
  "formula": "C3H3BrClF3",
  "method": "wB97M-V/def2-TZVPD",
  "elements": ["C", "C", "C", "F", "F", "F", "Cl", "Br", "H", "H", "H"],
  "positions_angstrom": [[-2.204, -1.085, 0.916], [0.582, 1.077, -0.003], [1.606, 0.082, -0.438], [2.590, 0.552, -1.249], [2.317, -0.511, 0.602], [1.068, -0.869, -1.209], [-2.438, -0.509, -0.649], [-0.571, 1.737, -1.264], [-2.054, -0.225, 1.591], [-1.798, -2.033, 0.981], [0.902, 1.785, 0.722]],
  "lowdin_charge": [-0.4600, -0.4587, -0.6882, 0.0985, 0.0858, 0.0963, 0.4976, 0.7953, 0.0129, -0.0260, 0.0465],
  "e_homo_ev": [-8.6, -9.5],
  "spin_multiplicity": 1,
  "total_charge": 0,
  "de_lowest_kj_mol": 379.51
}

{
  "formula": "C3H3BrF2O",
  "method": "wB97M-V/def2-TZVPD",
  "elements": ["C", "C", "C", "O", "F", "F", "Br", "H", "H", "H"],
  "positions_angstrom": [[1.485, -0.423, -1.070], [0.351, 0.222, -0.167], [-1.425, 0.224, 0.813], [2.325, 0.098, -1.718], [-1.128, 0.832, 1.980], [-1.809, -0.989, 1.003], [1.234, -2.365, -1.088], [0.891, 0.426, 0.784], [0.250, 1.048, -0.873], [-2.175, 0.928, 0.335]],
  "lowdin_charge": [-0.8383, -0.0520, -0.2889, 0.0546, 0.0484, 0.1108, 0.6506, 0.0874, 0.0681, 0.1593],
  "e_homo_ev": -10.2,
  "spin_multiplicity": 1,
  "total_charge": 0,
  "de_lowest_kj_mol": 247.90
}

{
  "formula": "C3H3BrO",
  "method": "wB97M-V/def2-TZVPD",
  "elements": ["C", "C", "C", "O", "Br", "H", "H", "H"],
  "positions_angstrom": [[1.293, 1.419, -0.171], [0.320, 0.804, 0.180], [-0.921, -0.491, 0.425], [-0.663, -1.653, -0.238], [-2.738, 0.301, 0.010], [2.081, 2.108, -0.299], [-0.902, -0.715, 1.485], [-0.390, -1.758, -1.098]],
  "lowdin_charge": [0.0369, -0.0639, -0.6573, -0.0443, 0.5753, 0.0110, 0.0736, 0.0688],
  "smiles": "C#C[C@H](O)Br",
  "e_homo_ev": -10.4,
  "spin_multiplicity": 1,
  "total_charge": 0,
  "de_lowest_kj_mol": 260.48
}

{
  "formula": "C3H3BrO2",
  "method": "wB97M-V/def2-TZVPD",
  "elements": ["O", "C", "C", "O", "C", "Br", "H", "H", "H"],
  "positions_angstrom": [[0.247, 2.531, -1.856], [0.936, 2.306, -0.939], [1.102, 1.777, 0.451], [0.103, 2.072, 1.142], [1.968, 0.874, 1.131], [2.531, -0.412, -0.108], [1.825, 3.128, -0.903], [1.000, 0.408, 1.616], [2.710, 1.273, 1.797]],
  "lowdin_charge": [0.1277, -0.2512, -0.5044, 0.0629, -0.5832, 0.7592, 0.1610, 0.1398, 0.0882],
  "smiles": "O=CC(=O)CBr",
  "e_homo_ev": -9.9,
  "spin_multiplicity": 1,
  "total_charge": 0,
  "de_lowest_kj_mol": 250.21
}

{
  "formula": "C3H3BrO2",
  "method": "wB97M-V/def2-TZVPD",
  "elements": ["C", "C", "O", "C", "O", "Br", "H", "H", "H"],
  "positions_angstrom": [[-1.684, -0.657, 0.016], [-0.708, 0.248, 0.023], [0.529, -0.391, -0.170], [1.688, 0.490, -0.058], [1.581, 1.637, -0.095], [3.260, -0.593, -0.015], [-2.644, -0.339, 0.282], [-1.487, -1.618, -0.257], [-0.534, 1.223, 0.275]],
  "lowdin_charge": [0.0693, -0.1347, -0.1238, -0.8765, 0.1010, 0.7937, 0.0463, 0.0420, 0.0828],
  "smiles": "C=COC(=O)Br",
  "e_homo_ev": -9.7,
  "spin_multiplicity": 1,
  "total_charge": 0,
  "de_lowest_kj_mol": 63.79
}